Entry 1:
Molecular formula: C5H10O
Method: DFT, ωB97M-V/def2-TZVPD

The calculation puts the total energy at -7393.3481 eV. The value obtained for the highest occupied orbital energy is -0.3552 Eh. Its structure (SMILES) is C=C[C@@H](C)OC. As for the largest force on an atom: 0.253 eV/A. Its HOMO-LUMO gap is 10.79 eV. The value obtained for the molecular weight is 86.13 g mol⁻¹.

The geometry in XYZ format:
```
16
Properties=species:S:1:pos:R:3:forces:R:3
C 0.66304 2.04598 0.41538 -0.0116 -0.0860 -0.0835
C -0.02955 1.14363 -0.26832 -0.0122 0.1297 0.0682
C 0.27843 -0.33388 -0.35844 0.2098 0.0916 -0.0806
C 1.65736 -0.72550 0.14572 -0.0043 0.0163 0.0362
O -0.64965 -1.08426 0.41677 0.0610 -0.1122 0.0437
C -1.99339 -1.05665 -0.00963 -0.2233 -0.0208 -0.1177
H 1.57023 1.79422 0.95785 -0.1188 0.0151 -0.0772
H 0.34161 3.08123 0.45590 0.0395 -0.0796 -0.0185
H -0.92749 1.46358 -0.79771 0.0949 -0.0217 0.1073
H 0.19339 -0.63607 -1.41818 -0.0627 0.0220 0.1635
H 1.77595 -1.80859 0.06253 -0.0135 0.1309 -0.0006
H 1.76713 -0.45401 1.19960 -0.0040 -0.0478 -0.1174
H 2.44906 -0.23649 -0.43118 -0.1624 -0.0518 0.0702
H -2.62654 -0.51402 0.70245 0.1425 0.0085 -0.0681
H -2.35663 -2.08521 -0.07710 0.0017 0.0424 0.0279
H -2.11295 -0.59394 -0.99565 0.0633 -0.0367 0.0468
```
Positions in Å, forces in eV/Å.

What are the Mulliken partial charges on each atom? They are as follows, in elementary charge units: C -0.79; C -0.07; C 0.73; C -1.68; O -0.35; C -0.76; H 0.21; H 0.26; H 0.24; H 0.21; H 0.36; H 0.39; H 0.41; H 0.23; H 0.25; H 0.35



Entry 2:
Molecular formula: C26H61ClN2O21S6
Method: DFT, ωB97M-V/def2-TZVPD

The calculation puts the total energy at -151458.4805 eV. The value obtained for the highest occupied orbital energy is -0.3230 Eh. Its structure (SMILES) is C=C[C@@](CC(=O)Cl)(NCC)OC(N)=O.CCOS(C)(=O)=O.CCOS(C)(=O)=O.CCOS(C)(=O)=O.CCOS(C)(=O)=O.CCOS(C)(=O)=O.CCOS(C)(=O)=O. As for the largest force on an atom: 1.846 eV/A. Its HOMO-LUMO gap is 9.04 eV. The value obtained for the molecular weight is 965.62 g mol⁻¹.

The geometry in XYZ format:
```
117
Properties=species:S:1:pos:R:3:forces:R:3
C -2.50275 -0.23422 -1.16447 0.1222 0.6071 0.1164
C -2.51564 1.09056 -0.86857 -0.0645 -0.6798 -0.1650
C -3.33706 2.16784 -1.56308 -1.2647 -0.6834 1.1577
C -3.78896 1.70414 -2.96924 -0.5030 0.7709 -0.4629
C -2.81353 2.11823 -4.04235 0.3300 -0.9195 0.2767
O -1.90586 1.43861 -4.39154 -0.1472 0.3023 -0.2840
Cl -3.11415 3.70415 -4.77935 -0.0423 0.0089 -0.0592
N -4.45420 2.56906 -0.71205 0.4425 0.1191 -0.3387
C -5.53594 1.57205 -0.62144 -0.3838 0.5823 0.7037
C -6.83407 2.04401 -1.28585 0.0949 0.0377 -0.1248
O -2.47897 3.29131 -1.79517 -0.2680 0.2573 0.0011
C -2.13575 4.04593 -0.68944 0.7131 0.1594 0.6782
N -2.93644 5.14988 -0.42860 -0.4074 -0.5431 -0.5777
O -1.15322 3.80791 -0.04738 -0.1968 -0.2847 -0.0710
H -1.54707 -0.70560 -1.37735 0.1025 -0.5897 1.7005
H -3.39520 -0.85358 -1.19480 -0.1613 0.2655 -1.6766
H -1.90647 1.42737 -0.03301 1.1758 0.5176 -1.0475
H -3.92170 0.62867 -3.02606 0.2516 -0.0900 0.1085
H -4.74767 2.15836 -3.21450 -0.0155 0.1237 0.1599
H -4.82691 3.44522 -1.05805 -0.1780 -0.0644 -0.0693
H -5.76277 1.46723 0.44025 0.0684 -0.3027 0.0346
H -5.21814 0.59103 -0.96508 0.1590 0.0613 -0.2289
H -7.43642 2.59971 -0.57178 -0.1315 -0.0620 0.0989
H -6.65572 2.73083 -2.11558 0.1254 -0.1505 -0.1674
H -7.41623 1.20531 -1.66150 -0.1259 0.0070 0.0488
H -3.68848 5.23952 -1.09648 -0.0666 0.0785 0.0724
H -3.29087 5.09344 0.51679 0.2078 0.3722 0.1178
C 5.04499 1.91254 -5.28231 -0.0358 -0.1312 0.0608
C 4.18252 3.15637 -5.26516 0.5491 -0.0035 -0.0467
O 2.79403 2.85160 -4.98930 -0.0839 0.0269 -0.0061
S 2.44220 2.40029 -3.50717 -0.4133 0.1071 -0.2695
C 0.69289 2.42414 -3.64685 0.1151 0.1160 -0.0798
O 2.87390 3.42115 -2.60135 0.2268 -0.1428 0.1445
O 2.86121 1.04121 -3.32048 0.0723 -0.0128 0.3108
H 5.08193 1.44175 -4.30340 0.0732 0.0239 -0.0019
H 6.06709 2.15682 -5.56952 -0.0203 0.0721 -0.0371
H 4.64358 1.18029 -5.98359 0.0234 0.0277 -0.0475
H 4.54920 3.88484 -4.54019 -0.1480 -0.0358 0.1061
H 4.18946 3.63956 -6.24000 -0.2705 -0.0209 -0.0131
H 0.36185 3.44560 -3.81402 -0.0022 0.0042 -0.0047
H 0.29396 2.04761 -2.70768 0.0097 0.0403 0.0306
H 0.39710 1.77623 -4.46306 0.0352 -0.0182 -0.0260
C -8.90525 0.88079 4.06856 0.1575 0.1840 -0.1075
C -10.28698 1.36115 3.67514 0.0835 -0.6222 0.1011
O -10.33017 2.78022 3.38209 -0.0165 0.0588 0.0417
S -9.65223 3.27156 2.03749 -0.2159 0.2617 0.3016
C -10.23452 4.93061 2.07414 -0.0677 0.0478 0.0327
O -10.24675 2.57952 0.93464 0.1900 -0.1328 -0.1046
O -8.23012 3.28515 2.20150 0.0947 -0.0764 -0.2688
H -8.19999 0.97852 3.24612 0.0059 -0.0497 -0.0040
H -8.93269 -0.16943 4.35856 -0.1008 0.0059 0.0279
H -8.51751 1.46922 4.90014 -0.0222 -0.0418 0.0460
H -10.67534 0.80267 2.82214 0.0216 0.1488 -0.1050
H -10.98283 1.21542 4.49836 -0.0729 0.2601 -0.0099
H -11.31633 4.93118 1.97729 -0.0030 -0.0189 0.0088
H -9.77552 5.44065 1.23022 0.0118 -0.0372 -0.0234
H -9.91973 5.39154 3.00615 0.0103 -0.0174 0.0111
C -7.09506 -2.69737 7.76223 -0.0884 -0.1089 -0.2121
C -5.78445 -2.08431 7.31173 -0.2538 0.2857 0.3744
O -5.18915 -2.77266 6.18964 0.0338 -0.1154 0.0073
S -5.87081 -2.60502 4.76533 0.3909 -0.2036 0.0189
C -4.61034 -3.37786 3.81442 0.0935 0.0007 0.0026
O -5.93141 -1.21164 4.44378 -0.2530 0.0695 0.0164
O -7.05055 -3.41229 4.70646 -0.1703 0.1465 -0.0661
H -7.86339 -2.60581 6.99678 0.0018 0.0291 -0.0012
H -7.45078 -2.19257 8.66072 0.0957 0.0096 0.0377
H -6.96961 -3.75877 7.97487 0.0183 0.0106 0.0612
H -5.90202 -1.02748 7.06651 0.0152 -0.0344 -0.1488
H -5.04882 -2.15297 8.10999 0.1531 -0.0891 -0.1417
H -3.70149 -2.78594 3.87690 -0.0049 0.0088 0.0154
H -4.97272 -3.41386 2.78956 -0.0352 0.0293 0.0042
H -4.45462 -4.38448 4.19195 -0.0163 -0.0017 0.0170
C 1.12018 0.46006 -0.01638 -0.1249 -0.0680 0.3327
C 2.43550 -0.28862 -0.07901 -0.2486 0.1353 -0.5771
O 2.97211 -0.61299 1.22972 -0.0002 0.0294 0.1092
S 2.27306 -1.75772 2.06752 0.3805 0.3628 0.0155
C 3.48284 -1.86565 3.34039 0.0425 -0.0542 0.0473
O 2.27433 -2.96526 1.29537 -0.1460 -0.1300 -0.0358
O 1.05366 -1.26918 2.63305 -0.1509 -0.1914 -0.0303
H 0.32173 -0.14388 0.41473 0.0348 -0.0677 -0.0206
H 0.81719 0.74898 -1.02175 0.1187 0.0160 -0.0405
H 1.21517 1.35605 0.59669 0.0184 0.0666 -0.0933
H 2.35197 -1.20120 -0.67070 0.0088 -0.0835 0.1317
H 3.18789 0.33581 -0.55402 0.1429 -0.0449 0.1628
H 4.42031 -2.21115 2.91414 0.0084 0.0200 -0.0205
H 3.10770 -2.58145 4.06857 -0.0274 -0.0167 -0.0204
H 3.59366 -0.88757 3.79973 -0.0114 0.0173 -0.0220
C 11.64732 0.82043 -4.69541 -0.0797 0.0244 0.2324
C 10.58176 -0.00862 -5.38405 0.2192 0.3619 -0.2977
O 9.87698 -0.89060 -4.48521 0.0245 -0.0981 0.0496
S 8.84965 -0.24216 -3.45785 -0.0993 -0.4561 0.0709
C 8.11055 -1.72666 -2.88115 0.0590 -0.1304 -0.0147
O 7.87536 0.50984 -4.18929 0.0889 0.2969 -0.0606
O 9.57629 0.36636 -2.38688 -0.0476 0.1982 -0.0031
H 11.21234 1.51439 -3.97884 -0.0185 0.0120 -0.0199
H 12.20167 1.40000 -5.43415 -0.0030 -0.0765 -0.0681
H 12.34020 0.17892 -4.15131 0.0361 -0.0113 -0.0516
H 9.86319 0.62354 -5.90873 -0.0998 -0.0281 0.1063
H 11.04048 -0.66229 -6.12298 -0.1089 -0.1758 0.0809
H 7.58064 -2.20116 -3.70201 0.0134 0.0107 -0.0164
H 7.41687 -1.44834 -2.09127 0.0129 0.0464 0.0033
H 8.88205 -2.37788 -2.48075 -0.0058 -0.0057 0.0243
C 9.29687 -4.59413 2.04470 -0.0862 0.1284 -0.2054
C 8.29066 -5.72166 2.15599 0.4896 -0.1280 0.1519
O 7.00507 -5.39786 1.57982 -0.0446 0.1006 0.0768
S 6.89459 -5.32377 -0.00295 -0.4258 -0.0076 0.2214
C 5.14329 -5.19914 -0.10284 -0.0167 0.0046 0.0308
O 7.32941 -6.56948 -0.55517 0.2013 0.0205 -0.0969
O 7.47171 -4.09571 -0.45948 0.1424 0.0212 -0.1845
H 9.55139 -4.38625 1.00728 0.0128 -0.0303 -0.0052
H 10.21360 -4.86229 2.57009 -0.0496 -0.0464 0.0742
H 8.89496 -3.67642 2.47366 0.0217 -0.0127 0.0606
H 8.66885 -6.63948 1.70315 -0.0977 0.0204 -0.1195
H 8.08685 -5.93532 3.20296 -0.2239 0.0096 -0.0347
H 4.69917 -6.11727 0.27017 0.0140 -0.0023 0.0168
H 4.90030 -5.05747 -1.15356 0.0338 -0.0078 -0.0164
H 4.81608 -4.33851 0.47430 -0.0319 0.0090 0.0000
```
Positions in Å, forces in eV/Å.

Here are the Mulliken charges for atoms 1 to 99, given in e: C -1.01; C -0.68; C 1.01; C -0.75; C 0.28; O -0.46; Cl -0.21; N -0.26; C -0.30; C -1.14; O -0.13; C 0.37; N -0.54; O -0.49; H 0.26; H 0.29; H 0.52; H 0.48; H 0.38; H 0.32; H 0.51; H 0.00; H 0.18; H 0.38; H 0.39; H 0.29; H 0.29; C -0.93; C -0.41; O -0.27; S 1.35; C -0.62; O -0.72; O -0.62; H 0.30; H 0.39; H 0.26; H 0.34; H 0.27; H 0.40; H -0.10; H 0.42; C -0.67; C -0.48; O -0.30; S 1.32; C -1.02; O -0.66; O -0.58; H 0.18; H 0.33; H 0.26; H 0.34; H 0.29; H 0.33; H 0.36; H 0.32; C -0.97; C -0.32; O -0.30; S 1.30; C -1.03; O -0.60; O -0.63; H 0.28; H 0.38; H 0.27; H 0.31; H 0.27; H 0.33; H 0.37; H 0.34; C -0.13; C -0.64; O -0.28; S 1.22; C -0.95; O -0.64; O -0.63; H 0.40; H -0.30; H 0.32; H 0.37; H 0.22; H 0.29; H 0.38; H 0.33; C -0.99; C -0.31; O -0.30; S 1.18; C -1.07; O -0.56; O -0.63; H 0.31; H 0.38; H 0.26; H 0.29; H 0.27



Entry 3:
Molecular formula: C4H2BrCl3O2
Method: DFT, ωB97M-V/def2-TZVPD

The calculation puts the total energy at -115882.9017 eV. The value obtained for the highest occupied orbital energy is -0.3614 Eh. Its structure (SMILES) is O=C=C(Cl)C=O.ClC(Cl)Br. As for the largest force on an atom: 3.081 eV/A. Its HOMO-LUMO gap is 9.11 eV. The value obtained for the molecular weight is 268.32 g mol⁻¹.

The geometry in XYZ format:
```
12
Properties=species:S:1:pos:R:3:forces:R:3
O 0.36002 1.70866 1.38780 -2.0944 -0.3781 -1.7532
C -0.52578 1.34904 0.70954 1.9894 -0.2733 2.3365
C -1.54828 0.77079 0.09032 0.0638 1.2113 -0.3624
Cl -2.40590 1.85570 -0.96509 -0.2405 -0.0482 0.0021
C -1.82282 -0.64562 0.03939 -1.8630 -1.3281 -0.6370
O -1.10151 -1.55094 0.41145 -0.7451 1.0272 -0.2508
H -2.94147 -0.80044 -0.44695 2.4724 0.0088 0.9736
Cl 2.35926 -2.24907 -0.58837 0.0510 -0.1274 -0.4392
C 1.90470 -0.63332 -0.24147 -0.6868 1.7534 1.6542
Cl 1.14853 0.33615 -1.56664 0.6333 -0.9771 0.1497
Br 3.35696 0.46541 0.53152 0.1080 -0.4160 -0.4024
H 1.21630 -0.60634 0.63851 0.3119 -0.4524 -1.2712
```
Positions in Å, forces in eV/Å.

What are the Mulliken partial charges on each atom? They are as follows, in elementary charge units: O -0.30; C 0.40; C 0.31; Cl -0.18; C 0.10; O -0.48; H 0.18; Cl -0.10; C 0.17; Cl -0.10; Br -0.07; H 0.07



Entry 4:
Molecular formula: C2H4BrNO3
Method: DFT, ωB97M-V/def2-TZVPD

The calculation puts the total energy at -79810.3670 eV. The value obtained for the highest occupied orbital energy is -0.3750 Eh. Its structure (SMILES) is CN(O)OC(=O)Br. As for the largest force on an atom: 2.687 eV/A. Its HOMO-LUMO gap is 10.58 eV. The value obtained for the molecular weight is 169.96 g mol⁻¹.

The geometry in XYZ format:
```
11
Properties=species:S:1:pos:R:3:forces:R:3
C -0.15301 -0.51184 0.16292 0.8717 -0.9387 1.3278
N 0.22963 0.87881 0.22337 -2.3093 0.5315 1.2659
O 1.07620 1.02457 -0.82834 1.0167 1.0120 0.1800
O 0.91773 0.74332 1.60884 1.1174 0.3391 -1.3463
C 0.69151 1.61271 2.56322 -0.1602 0.7593 0.5603
O 0.01121 2.58506 2.68516 1.1088 -1.5371 -0.2444
Br 1.91691 0.79455 3.96907 -0.7238 0.7908 -0.1545
H -0.74931 -0.66163 -0.66156 -1.5736 -0.1256 -1.8654
H 0.76714 -1.03507 -0.03432 0.3931 -0.7143 0.1149
H -0.62717 -0.93428 1.06998 0.2672 0.8078 -0.4992
H 1.00692 1.96538 -1.12844 -0.0082 -0.9247 0.6607
```
Positions in Å, forces in eV/Å.

What are the Mulliken partial charges on each atom? They are as follows, in elementary charge units: C -0.80; N 0.04; O -0.40; O -0.18; C 0.58; O -0.41; Br -0.20; H 0.35; H 0.38; H 0.26; H 0.37